{"formula": "C56H52F11O3P", "method": "ωB97M-V with the def2-TZVPD basis set", "e_lumo_ev": -1.135, "spin_multiplicity": 1, "homo_energy_ev": -8.1, "smiles": "CCP(C)c1cc(OC[C@@H](C)CC(C)C)c2c(c1)C(=O)c1c(ccc(F)c1C(F)(F)C(F)(F)F)C2=O.Fc1ccccc1.Fc1ccccc1.Fc1ccccc1.Fc1ccccc1.Fc1ccccc1", "e_above_lowest_kcal_mol": 76.6, "species": ["C", "C", "P", "C", "C", "C", "C", "O", "C", "C", "C", "C", "C", "C", "C", "C", "C", "C", "C", "O", "C", "C", "C", "C", "C", "F", "C", "C", "F", "F", "C", "F", "F", "F", "C", "O", "H", "H", "H", "H", "H", "H", "H", "H", "H", "H", "H", "H", "H", "H", "H", "H", "H", "H", "H", "H", "H", "H", "H", "H", "H", "H", "H", "F", "C", "C", "C", "C", "C", "C", "H", "H", "H", "H", "H", "F", "C", "C", "C", "C", "C", "C", "H", "H", "H", "H", "H", "F", "C", "C", "C", "C", "C", "C", "H", "H", "H", "H", "H", "F", "C", "C", "C", "C", "C", "C", "H", "H", "H", "H", "H", "F", "C", "C", "C", "C", "C", "C", "H", "H", "H", "H", "H"], "xyz": [[5.557, 2.452, 0.515], [4.414, 3.191, -0.332], [2.776, 3.370, 0.579], [2.981, 3.003, 2.427], [1.548, 2.057, 0.005], [0.348, 2.551, -0.663], [-0.689, 1.642, -1.195], [-1.821, 2.125, -1.856], [-2.788, 2.382, -0.782], [-4.070, 3.112, -1.329], [-3.684, 3.953, -2.623], [-5.218, 2.099, -1.784], [-5.623, 1.054, -0.674], [-6.035, 1.708, 0.709], [-6.841, 0.184, -1.261], [-0.463, 0.202, -1.007], [0.747, -0.304, -0.306], [1.763, 0.604, 0.216], [0.850, -1.867, -0.185], [1.188, -2.344, 0.869], [0.441, -2.656, -1.463], [-0.763, -2.149, -2.150], [-1.317, -2.773, -3.355], [-0.616, -3.951, -3.866], [0.576, -4.461, -3.165], [1.128, -5.592, -3.703], [1.162, -3.853, -1.984], [2.402, -4.329, -1.203], [3.289, -3.307, -0.876], [1.937, -4.863, 0.006], [3.283, -5.456, -1.856], [4.416, -5.583, -1.062], [2.706, -6.700, -1.831], [3.736, -5.113, -3.095], [-1.467, -0.865, -1.571], [-2.664, -0.720, -1.527], [5.096, 1.608, 1.092], [5.996, 3.195, 1.234], [6.335, 2.044, -0.188], [4.828, 4.219, -0.549], [4.272, 2.692, -1.329], [4.055, 3.049, 2.762], [2.473, 2.048, 2.738], [2.454, 3.852, 2.975], [0.181, 3.645, -0.820], [-2.988, 1.415, -0.253], [-2.263, 3.051, -0.034], [-4.467, 3.777, -0.516], [-2.683, 4.428, -2.419], [-4.424, 4.779, -2.789], [-3.670, 3.323, -3.550], [-6.080, 2.745, -2.110], [-4.870, 1.552, -2.711], [-4.789, 0.332, -0.461], [-5.375, 2.571, 1.007], [-5.869, 0.916, 1.498], [-7.120, 1.998, 0.662], [-7.723, 0.211, -0.570], [-7.085, 0.543, -2.292], [-6.492, -0.889, -1.333], [2.671, 0.198, 0.716], [-2.214, -2.318, -3.827], [-1.013, -4.435, -4.786], [-1.673, -10.160, 2.800], [-1.197, -9.005, 2.304], [-1.934, -7.845, 2.461], [-1.438, -6.651, 1.951], [-0.219, -6.633, 1.283], [0.509, -7.807, 1.128], [0.021, -9.001, 1.646], [-2.885, -7.880, 2.977], [-2.003, -5.734, 2.075], [0.163, -5.704, 0.883], [1.457, -7.793, 0.604], [0.578, -9.924, 1.543], [-3.087, -5.596, -4.705], [-2.963, -6.817, -4.144], [-2.513, -6.918, -2.839], [-2.389, -8.173, -2.258], [-2.706, -9.311, -2.992], [-3.152, -9.195, -4.303], [-3.287, -7.939, -4.883], [-2.264, -6.020, -2.287], [-2.044, -8.264, -1.235], [-2.604, -10.291, -2.539], [-3.395, -10.082, -4.875], [-3.642, -7.829, -5.900], [0.746, 4.787, 3.549], [0.815, 6.100, 3.254], [0.459, 6.528, 1.990], [0.524, 7.880, 1.683], [0.955, 8.789, 2.644], [1.315, 8.345, 3.911], [1.240, 6.993, 4.221], [0.135, 5.804, 1.253], [0.241, 8.226, 0.696], [1.009, 9.844, 2.404], [1.654, 9.053, 4.658], [1.508, 6.629, 5.206], [7.097, -0.110, -3.753], [7.329, -1.427, -3.616], [6.338, -2.240, -3.097], [6.576, -3.602, -2.960], [7.806, -4.132, -3.334], [8.796, -3.303, -3.850], [8.555, -1.943, -3.997], [5.389, -1.808, -2.803], [5.807, -4.247, -2.562], [7.993, -5.194, -3.223], [9.755, -3.716, -4.137], [9.310, -1.283, -4.406], [-0.167, 11.063, 5.454], [-0.962, 10.336, 6.259], [-0.472, 9.172, 6.823], [-1.290, 8.423, 7.658], [-2.592, 8.841, 7.911], [-3.074, 10.010, 7.333], [-2.253, 10.766, 6.506], [0.541, 8.859, 6.609], [-0.914, 7.514, 8.112], [-3.231, 8.253, 8.559], [-4.090, 10.332, 7.527], [-2.608, 11.684, 6.055]]}